i | Formula: C3H7N2O2
Source: the Open Molecules 2025 dataset
Level of theory: wB97M-V/def2-TZVPD

Computed properties:
**Charge**: +1
**Highest occupied orbital energy (spin up / spin down)**: -10.9 / -15.2 eV
**M**: 103.1 g/mol
**Spin multiplicity**: 3
**Frontier orbital gap (spin up / spin down)**: 7.82 / 8.13 eV

Last column: natural (NBO) charge in e.
Element x y z (Å)
C -2.16172 0.24712 0.06607  0.9510
C 2.57050 -0.56245 0.27842  -0.2943
C 2.12586 0.82005 0.18325  -0.0660
N -2.20594 -0.91889 -0.55037  -0.7591
N 1.24891 -0.00538 -0.24351  -0.2914
O -3.26995 0.73429 0.55369  -0.6252
O -1.10138 0.91160 0.23045  -0.6097
H 3.23021 -1.05558 -0.40412  0.2751
H 2.36670 -1.03337 1.25455  0.2765
H 2.20006 1.80660 -0.05358  0.2180
H -3.14256 -1.20595 -0.80095  0.4401
H -1.47535 -1.55668 -0.57045  0.4363
H -0.25268 0.44692 -0.01667  0.5018
H -3.38351 1.66734 0.72839  0.5468

ii | Formula: C3H7N2O2
Source: the Open Molecules 2025 dataset
Level of theory: wB97M-V/def2-TZVPD

Computed properties:
**Charge**: +1
**Highest occupied orbital energy (spin up / spin down)**: -10.8 / -14.5 eV
**M**: 103.1 g/mol
**Spin multiplicity**: 3
**Frontier orbital gap (spin up / spin down)**: 6.98 / 6.89 eV

Last column: natural (NBO) charge in e.
Element x y z (Å)
C 1.09038 -0.45313 -0.07254  0.1675
C 1.48611 0.82393 0.74045  -0.2529
C -0.22987 0.02775 -0.75276  0.2297
N 0.24688 1.65149 0.85126  -0.2101
N -1.25631 -1.14185 -0.50055  -0.7833
O 1.59504 -1.46353 -0.34401  -0.2526
O -0.61920 1.18806 -0.15219  -0.3423
H 1.95931 0.71545 1.70655  0.2519
H 2.16345 1.29351 0.07471  0.2313
H -0.19341 0.09388 -1.86103  0.2195
H -0.12525 1.44521 1.79283  0.3642
H -0.98631 -2.19947 -0.64005  0.4763
H -2.10434 -1.21643 -1.13944  0.4417
H -1.72537 -0.96086 0.46118  0.4592

Most stable to least stable, the ends of the list are i and ii.

i | Formula: C17H22N5O5ScSe6
Source: the Open Molecules 2025 dataset
Level of theory: wB97M-V/def2-TZVPD

Computed properties:
**Charge**: -2
**Highest occupied orbital energy**: -1.4 eV
**M**: 895.1 g/mol
**Frontier orbital gap**: 5.47 eV

Last column: natural (NBO) charge in e.
Element x y z (Å)
Sc 0.58349 0.47156 0.56223  1.2628
C -0.06537 -4.11185 -0.05824  -0.2540
C 0.47571 -2.82660 0.08814  0.1323
N -0.24955 -1.79051 0.44909  -0.4674
C -1.55667 -1.97290 0.71526  0.1722
C -2.18927 -3.21566 0.59039  -0.0933
C -1.39811 -4.30317 0.18187  -0.1307
C -3.58722 -3.32768 0.88550  -0.1946
C -4.29408 -2.25562 1.30167  -0.1723
C -3.66852 -0.97607 1.46434  -0.1124
C -4.35360 0.15837 1.93391  -0.1165
C -3.67427 1.33061 2.09419  -0.2362
C -2.31401 1.38054 1.76001  0.1471
N -1.65466 0.34025 1.29774  -0.5128
C -2.31023 -0.83110 1.16583  0.2617
H 0.57818 -4.92524 -0.36334  0.2139
H 1.52553 -2.64051 -0.09638  0.2382
H -1.85360 -5.28082 0.06917  0.2002
H -4.06169 -4.29605 0.77418  0.2010
H -5.34915 -2.34415 1.53394  0.2016
H -5.40558 0.08016 2.18408  0.2021
H -4.14975 2.21693 2.48803  0.2213
H -1.75384 2.29653 1.88457  0.2471
O 3.67884 1.97520 -2.57794  -0.7862
C 2.41452 2.49219 -2.13198  -0.0619
C 1.26450 2.16296 -3.09323  -0.1596
C 1.53210 2.90868 -4.41367  -0.0383
O 2.69133 2.47267 -5.11386  -0.7638
C 1.17217 0.67110 -3.41383  -0.5430
Se 0.41841 -0.51538 -2.04026  -0.3964
C -0.09505 2.67930 -2.56642  -0.5389
Se -0.36144 2.78631 -0.61646  -0.3957
H 3.94332 1.26682 -1.97325  0.5095
H 2.50655 3.57996 -2.05534  0.1681
H 2.20434 2.12780 -1.13404  0.2122
H 1.60851 3.98348 -4.19188  0.1445
H 0.67979 2.76863 -5.08741  0.1584
H 3.33197 2.20828 -4.43365  0.4962
H 2.15175 0.28185 -3.68276  0.2139
H 0.52796 0.55797 -4.28913  0.1970
H -0.88025 2.05138 -2.99017  0.2098
H -0.25638 3.70193 -2.91771  0.1957
Se -1.67661 -0.23645 5.17998  -0.7427
Se 0.07560 1.24586 5.62670  -0.1485
Se 0.13762 2.91521 3.96916  -0.1159
Se 1.66864 2.32302 2.29383  -0.5123
N 1.40996 -1.97749 2.85668  -0.6822
N 0.80904 -0.67477 2.71251  -0.7486
H 1.63693 -2.11394 3.83723  0.3398
H 2.28302 -1.94595 2.33736  0.3734
H 1.33108 0.01090 3.25387  0.3957
H -0.11071 -0.72260 3.16857  0.4080
O 3.68916 -1.61883 0.77116  -0.4865
N 3.67804 -0.55099 0.15312  0.7531
O 4.62950 -0.15994 -0.51826  -0.4721
O 2.63204 0.16783 0.17491  -0.5941

ii | Formula: C17H22N5O5ScSe6
Source: the Open Molecules 2025 dataset
Level of theory: wB97M-V/def2-TZVPD

Computed properties:
**Charge**: -2
**Highest occupied orbital energy**: -1.1 eV
**M**: 895.1 g/mol
**Frontier orbital gap**: 5.19 eV

Last column: natural (NBO) charge in e.
Element x y z (Å)
Sc -0.60815 0.94957 1.50426  1.4635
C 1.77176 -2.56782 3.22482  -0.2433
C 0.84399 -1.52714 3.05139  0.1244
N 0.98534 -0.60589 2.12243  -0.5221
C 2.08840 -0.63575 1.33660  0.2763
C 3.06245 -1.62807 1.44344  -0.1119
C 2.86802 -2.62774 2.41425  -0.1295
C 4.19119 -1.61502 0.55864  -0.1788
C 4.32637 -0.65296 -0.37699  -0.1764
C 3.35241 0.39259 -0.49223  -0.0843
C 3.43935 1.41161 -1.45675  -0.1346
C 2.46509 2.36974 -1.52284  -0.2398
C 1.39196 2.30772 -0.62175  0.1039
N 1.28629 1.35812 0.27952  -0.4952
C 2.24557 0.40562 0.35930  0.1925
H 1.58283 -3.30865 3.98885  0.2197
H -0.00858 -1.42810 3.71529  0.2521
H 3.59523 -3.42653 2.50758  0.2005
H 4.92430 -2.40796 0.65004  0.2020
H 5.16372 -0.65609 -1.06461  0.2013
H 4.27337 1.41615 -2.14931  0.2038
H 2.48893 3.15351 -2.26667  0.2160
H 0.58839 3.03471 -0.64476  0.2366
O 0.07981 0.27535 -4.09205  -0.7920
C -0.90708 0.89065 -3.24879  -0.0811
C -2.05130 -0.06194 -2.89741  -0.1681
C -2.84989 -0.36012 -4.17996  -0.0416
O -2.09901 -0.98569 -5.21082  -0.7640
C -3.03653 0.61504 -1.92857  -0.5354
Se -2.36659 1.78703 -0.49200  -0.4080
C -1.53454 -1.39956 -2.33407  -0.5594
Se 0.09857 -1.32084 -1.23501  -0.5664
H 0.52351 -0.35151 -3.48396  0.4998
H -1.29650 1.76151 -3.78497  0.1676
H -0.43586 1.23607 -2.33114  0.2195
H -3.27354 0.58706 -4.54581  0.1427
H -3.68555 -1.02962 -3.94698  0.1609
H -1.20138 -0.61550 -5.14545  0.4935
H -3.65494 -0.16353 -1.47674  0.1927
H -3.70238 1.27283 -2.49187  0.2011
H -1.32944 -2.07760 -3.16069  0.2136
H -2.33123 -1.85148 -1.73749  0.1882
Se 1.70836 2.13970 3.37591  -0.5797
Se 0.12946 2.88435 4.94010  -0.0977
Se -0.20631 0.98485 6.35462  -0.1414
Se -1.97924 -0.36571 5.54569  -0.7272
N -1.94597 -2.11152 2.27745  -0.6669
N -2.02546 -0.90696 1.50354  -0.7445
H -2.75072 -2.69152 2.06214  0.3291
H -2.00942 -1.82242 3.25666  0.3875
H -2.93447 -0.45154 1.57002  0.3806
H -1.84821 -1.14129 0.52434  0.4132
O -2.53059 3.83392 2.88133  -0.3444
N -1.86355 2.93718 2.47466  0.7435
O -2.13478 1.69820 2.70955  -0.5578
O -0.87342 3.09303 1.68727  -0.5344

Most stable to least stable, the ends of the list are i and ii.

i | Formula: CH4NO2S
Source: the Open Molecules 2025 dataset
Level of theory: wB97M-V/def2-TZVPD

Computed properties:
**Charge**: -1
**Highest occupied orbital energy (spin up / spin down)**: -2.7 / -3.9 eV
**M**: 94.1 g/mol
**Frontier orbital gap (spin up / spin down)**: 5.93 / 7.64 eV

Last column: natural (NBO) charge in e.
Element x y z (Å)
C -0.89851 -1.65920 0.05564  -0.9342
N 2.04045 1.24709 0.23270  -0.7974
O -1.85927 0.62979 0.92527  -0.9940
O -1.00062 0.52462 -1.39716  -1.0008
S -0.87808 0.05854 -0.00603  1.7685
H -0.08684 -2.06398 -0.53610  0.1815
H -0.87802 -2.00251 1.08263  0.1809
H 1.45257 2.06346 0.42905  0.2988
H 2.10831 1.20219 -0.78599  0.2967

ii | Formula: CH4NO2S
Source: the Open Molecules 2025 dataset
Level of theory: wB97M-V/def2-TZVPD

Computed properties:
**Charge**: -1
**Highest occupied orbital energy**: -4.3 eV
**M**: 94.1 g/mol
**Frontier orbital gap**: 7.85 eV

Last column: natural (NBO) charge in e.
Element x y z (Å)
N 0.24015 -1.15323 -0.75323  -0.9267
C -0.92503 -0.34879 -0.84886  0.8663
O -1.98829 -0.96892 -0.99731  -0.7871
O -0.72711 0.89605 -0.77602  -0.8275
H 0.15913 -2.12984 -0.91682  0.3678
H 1.13629 -0.71113 -0.72470  0.3674
S 0.52047 1.08610 2.09548  -0.4073
H 1.41193 2.08195 2.14088  0.1058
H 0.17246 1.24781 0.78057  0.2412

Most stable to least stable, the ends of the list are ii and i.

i | Formula: C4H31N2O11
Source: the Open Molecules 2025 dataset
Level of theory: wB97M-V/def2-TZVPD

Computed properties:
**Charge**: -1
**Highest occupied orbital energy**: -5.7 eV
**M**: 283.3 g/mol
**Frontier orbital gap**: 8.46 eV

Last column: natural (NBO) charge in e.
Element x y z (Å)
C -0.17279 1.94294 1.06283  -0.2645
N 1.09951 1.97311 0.25561  -0.7004
C 1.67963 0.54504 0.11931  0.0765
O 1.83572 -0.01854 1.35113  -0.9438
C -1.32656 1.71990 0.07196  -0.0809
C -2.61179 2.40557 0.55161  -0.6301
N -1.66287 0.26133 -0.08884  -0.8698
H -0.24780 2.89912 1.58651  0.1912
H -0.00651 1.20776 1.89251  0.2202
H 1.85419 2.58295 0.51507  0.3743
H 2.56387 0.51173 -0.50830  0.1636
H 0.91355 0.01030 -0.43541  0.1175
H -0.85487 1.84743 -0.92230  0.2084
H -2.35788 2.99871 1.46652  0.2039
H -2.90806 3.16372 -0.11193  0.2118
H -3.45645 1.72420 0.65816  0.2239
H -0.93077 -0.22563 -0.59119  0.3710
H -1.56753 -0.17617 0.83796  0.3564
H 1.08590 -2.53924 -0.00643  0.5073
H -0.34301 -2.93003 -0.62788  0.4831
O 0.52457 -2.54229 -0.85584  -1.0320
H -2.95857 -0.13948 3.65563  0.4572
H -2.07453 -0.80657 2.62451  0.4816
O -2.62196 -1.04181 3.43402  -0.9457
H 2.26190 -1.16319 -1.55437  0.4844
H 2.86615 -1.39307 -2.93870  0.4839
O 3.08835 -1.25048 -2.02379  -0.9689
H -3.26063 1.20404 -2.57935  0.4745
H -3.10747 -0.02995 -1.40031  0.5252
O -3.36876 0.27646 -2.35010  -1.0304
H 2.41750 -1.45566 0.94202  0.5011
H 3.29153 -2.42434 0.07792  0.4782
O 2.65083 -2.46060 0.78975  -1.0156
H 2.54168 1.05872 2.30907  0.5050
H 3.63838 1.60008 1.49117  0.4456
O 3.29669 1.74284 2.37649  -1.0056
H 1.33843 0.94800 -3.32974  0.4923
H 1.13916 -0.00290 -4.57407  0.4707
O 1.76593 0.38765 -3.97550  -0.9648
H -1.21938 0.34214 -4.13039  0.4826
H -0.74714 0.78019 -2.71401  0.4831
O -0.69079 0.98794 -3.66431  -0.9632
H -1.28341 -2.63111 1.29540  0.4984
H -0.99522 -4.10742 1.48387  0.4664
O -1.65351 -3.51957 1.11904  -0.9767
H 0.78560 -1.08471 1.93739  0.5319
H -0.10019 -1.64010 3.21194  0.4815
O -0.11060 -1.53901 2.26540  -1.0603

ii | Formula: C4H31N2O11
Source: the Open Molecules 2025 dataset
Level of theory: wB97M-V/def2-TZVPD

Computed properties:
**Charge**: -1
**Highest occupied orbital energy**: -6.0 eV
**M**: 283.3 g/mol
**Frontier orbital gap**: 8.66 eV

Last column: natural (NBO) charge in e.
Element x y z (Å)
C 1.73485 1.70302 0.66801  -0.2430
N 0.55215 0.96237 1.10318  -0.6825
C 0.18825 -0.16068 0.21177  0.0872
O 1.16157 -1.15525 0.18200  -0.9896
C 1.62510 2.43375 -0.68081  -0.2203
N 0.46462 3.32734 -0.82431  -0.6488
C -0.60965 2.85809 -1.69480  -0.4256
H 1.76696 2.55419 1.36653  0.1719
H 2.74817 1.29038 0.68508  0.2050
H 0.82870 0.55043 1.99076  0.3612
H -0.72468 -0.57029 0.65975  0.1590
H 0.04613 0.17036 -0.81713  0.1559
H 2.56244 2.99411 -0.79448  0.1824
H 1.55111 1.78990 -1.56620  0.1948
H 0.03672 3.57761 0.05426  0.3592
H -0.60019 1.80526 -1.98560  0.1894
H -1.54338 3.18622 -1.24492  0.2012
H -0.50819 3.24134 -2.73683  0.1719
H 0.64213 -1.70117 1.83945  0.5066
H 0.43493 -3.16911 2.20669  0.4708
O 0.22592 -2.28830 2.51474  -1.0014
H 2.97668 -1.74420 2.56725  0.4580
H 2.49553 -1.73957 1.11573  0.5023
O 3.31182 -1.64913 1.67830  -0.9919
H -0.46694 -3.14485 -1.55580  0.4739
H 0.56590 -2.07672 -1.35350  0.5161
O -0.24009 -2.27484 -1.89114  -0.9882
H -3.12596 -0.94605 -1.80390  0.4977
H -1.43013 -0.95715 -2.11965  0.5276
O -2.31486 -0.54441 -2.11025  -1.0425
H 3.72946 -1.36539 -0.91967  0.4615
H 2.28185 -1.09745 -0.75062  0.4966
O 3.00389 -1.14771 -1.52454  -1.0546
H -1.55456 -2.86833 2.83047  0.4945
H -2.14030 -2.09531 3.97399  0.4643
O -2.33547 -2.84800 3.41669  -0.9698
H -3.56738 -0.70133 0.65029  0.4964
H -3.38944 -1.87932 1.62935  0.4752
O -3.87371 -1.61762 0.84052  -1.0040
H 1.71056 -1.42949 -3.68940  0.4666
H 3.07522 -1.04056 -3.53469  0.4868
O 2.56018 -1.62696 -4.10173  -0.9576
H -2.87407 1.71396 0.71060  0.4964
H -2.94939 0.99916 -0.61235  0.4916
O -3.39228 1.00663 0.24978  -1.0017
H -1.93719 2.70641 2.42953  0.4810
H -0.96761 2.21276 1.24165  0.5168
O -1.73539 2.75586 1.49592  -0.9981

Most stable to least stable, the ends of the list are ii and i.